1.
{"formula": "C8H15BF10N2O6PdS2", "method": "ωB97M-V with the def2-TZVPD basis set", "multiplicity": 3, "orbital_gap_ha": [0.33616, 0.16753], "species": ["Pd", "S", "S", "F", "F", "F", "F", "F", "F", "F", "F", "F", "F", "O", "O", "O", "O", "O", "O", "N", "N", "C", "C", "C", "C", "C", "C", "C", "C", "B", "H", "H", "H", "H", "H", "H", "H", "H", "H", "H", "H", "H", "H", "H", "H"], "xyz": [[0.215, -0.593, -0.237], [2.191, 3.858, -0.833], [-0.376, 3.723, -0.097], [3.900, 1.902, -1.669], [4.739, 3.907, -1.961], [2.223, -2.046, -2.566], [-2.277, 3.427, -1.861], [2.878, -2.603, -0.587], [1.210, -3.699, -1.604], [3.281, -4.024, -2.421], [3.160, 3.233, -3.196], [-2.137, 5.424, -1.003], [-0.675, 4.784, -2.479], [-1.175, 2.734, 0.573], [0.549, -0.697, 2.378], [-0.022, 4.852, 0.752], [1.859, 5.194, -1.340], [-1.921, -1.451, -1.072], [2.773, 3.943, 0.517], [-1.477, -2.390, 1.477], [0.993, 2.826, -0.900], [-1.431, 4.365, -1.482], [-2.839, -2.493, 0.865], [-0.110, -1.618, 3.249], [-1.554, -1.866, 2.822], [-2.734, -2.555, -0.659], [-1.823, -1.388, -2.447], [3.624, 3.165, -1.973], [1.835, -0.358, 2.877], [2.468, -3.132, -1.795], [-0.279, -1.242, 4.258], [-3.785, -2.422, -0.918], [2.488, -0.146, 2.031], [-2.287, -1.083, 3.016], [-3.528, -3.197, 1.332], [-1.968, -2.744, 3.318], [-1.626, -2.341, -2.938], [-3.401, -1.572, 1.022], [-2.768, -1.028, -2.853], [1.775, 0.612, 3.371], [-1.290, -3.339, 1.766], [-2.458, -3.560, -0.977], [-1.007, -0.707, -2.690], [2.319, -1.142, 3.458], [0.468, -2.514, 3.473]]}

2.
{"formula": "C8H15BrCl2FN2O5P2", "method": "ωB97M-V with the def2-TZVPD basis set", "charge": 1, "relative_energy_kcal_mol": 0.0, "orbital_gap_ha": 0.28493, "species": ["Br", "Cl", "Cl", "P", "P", "F", "O", "O", "O", "O", "O", "N", "N", "C", "C", "C", "C", "C", "C", "C", "C", "H", "H", "H", "H", "H", "H", "H", "H", "H", "H", "H", "H", "H", "H", "H"], "xyz": [[-0.393, 1.316, 4.857], [2.788, -2.931, 0.882], [4.777, -3.568, -1.160], [-1.467, 0.608, 3.039], [1.605, 0.901, 2.476], [-2.240, 2.685, -1.349], [0.942, -0.233, -3.806], [2.417, 0.681, 1.049], [1.737, -0.573, 3.156], [-0.535, -1.136, -2.544], [-2.343, 1.932, 2.698], [0.681, -0.342, -2.700], [-0.659, -0.478, -0.249], [-0.037, -0.537, 0.881], [-0.618, -1.580, -1.224], [-0.130, 0.706, 1.662], [-1.931, 1.362, -1.645], [-0.402, 1.687, 0.488], [-3.208, 0.646, -2.035], [-1.368, 0.829, -0.329], [4.015, -2.284, -0.242], [-2.261, 0.664, 0.292], [-2.287, 2.239, 1.789], [0.502, 1.797, -0.115], [-3.974, 0.865, -1.294], [3.362, 0.685, 1.230], [-1.487, -2.224, -1.111], [0.262, -2.181, -0.984], [0.546, -1.418, 1.106], [2.005, -1.251, 2.520], [-3.538, 0.935, -3.027], [3.525, -1.601, -0.925], [4.770, -1.772, 0.343], [-3.049, -0.434, -2.039], [-0.792, 2.659, 0.773], [-1.214, 1.347, -2.462]]}

3.
{"formula": "C8H15Cl2F5O3P", "method": "ωB97M-V with the def2-TZVPD basis set", "charge": 1, "orbital_gap_ha": 0.33594, "species": ["Cl", "Cl", "P", "F", "F", "F", "F", "F", "O", "O", "O", "C", "C", "C", "C", "C", "C", "C", "C", "H", "H", "H", "H", "H", "H", "H", "H", "H", "H", "H", "H", "H", "H", "H"], "xyz": [[2.112, 1.047, 3.876], [4.173, 0.656, 1.202], [-2.386, -0.829, -1.975], [-5.112, 0.435, -0.161], [-4.942, -1.290, 1.047], [-4.954, -1.468, -1.849], [-3.222, -0.066, 0.855], [-3.638, -2.618, -0.616], [-2.467, -1.555, -3.385], [0.175, 0.255, -0.116], [-2.322, 0.703, -2.281], [-3.915, -1.371, -1.040], [-4.281, -0.509, 0.212], [0.018, 0.936, -1.339], [-1.440, 1.447, -1.375], [4.328, 1.866, 2.505], [3.874, 1.319, 3.834], [1.590, -1.739, -0.680], [1.470, -0.343, -0.005], [-1.810, 1.522, -0.346], [2.285, 0.300, -0.346], [0.169, 0.270, -2.216], [3.756, 2.746, 2.218], [0.624, -2.219, -0.890], [5.379, 2.145, 2.557], [2.193, -1.730, -1.598], [1.637, -0.499, 1.065], [4.105, 2.033, 4.624], [0.687, 1.801, -1.444], [2.130, -2.388, 0.022], [-1.415, 2.472, -1.759], [-1.260, -1.357, -1.315], [4.366, 0.378, 4.069], [-1.905, -2.351, -3.352]]}

4.
{"formula": "C8H15ClCoINOPS", "method": "ωB97M-V with the def2-TZVPD basis set", "charge": 2, "multiplicity": 5, "relative_energy_kcal_mol": 38.2, "orbital_gap_ha": [0.23240, 0.16793], "species": ["I", "Co", "Cl", "S", "P", "O", "N", "C", "C", "C", "C", "C", "C", "C", "C", "H", "H", "H", "H", "H", "H", "H", "H", "H", "H", "H", "H", "H", "H", "H"], "xyz": [[-2.399, -1.909, 0.167], [-0.829, -0.116, -0.139], [-0.041, 1.981, -0.721], [-1.816, 3.102, 3.422], [1.034, -0.799, -1.244], [0.810, -1.657, 1.858], [-0.896, 1.075, 2.030], [-0.188, 1.098, 3.208], [1.366, -2.586, -1.206], [0.689, -0.411, -2.974], [0.103, -1.120, 1.081], [-0.611, 2.051, 4.152], [-1.864, 1.984, 2.009], [-2.720, 0.308, -0.992], [2.643, -0.042, -0.818], [-2.226, 2.303, 1.032], [-0.328, -0.726, -3.227], [-0.180, 2.165, 5.153], [2.977, -0.399, 0.167], [-3.569, 0.789, -0.446], [3.370, -0.339, -1.586], [1.805, -2.882, -0.248], [0.773, 0.671, -3.119], [1.395, -0.975, -3.594], [2.551, 1.052, -0.776], [0.613, 0.368, 3.307], [2.061, -2.814, -2.021], [-3.056, -0.077, -1.988], [-1.907, 1.061, -1.149], [0.440, -3.155, -1.335]]}

5.
{"formula": "C8H15N2", "method": "ωB97M-V with the def2-TZVPD basis set", "charge": 1, "relative_energy_kcal_mol": 178.6, "orbital_gap_ha": [0.27021, 0.27019], "species": ["N", "N", "C", "C", "C", "C", "C", "C", "C", "C", "H", "H", "H", "H", "H", "H", "H", "H", "H", "H", "H", "H", "H", "H", "H"], "xyz": [[1.403, 0.333, -0.030], [-0.858, 1.072, 0.223], [2.651, 1.100, -0.362], [2.274, -1.857, 0.713], [0.344, 1.183, -0.246], [-1.450, 0.007, 0.850], [-1.972, -1.694, -1.016], [-1.709, 2.275, 0.251], [-2.264, -1.030, 0.299], [1.324, -0.870, 0.425], [1.801, -2.774, 0.926], [3.588, 0.403, -0.084], [-1.654, 2.861, -0.732], [2.934, -1.554, 1.535], [-2.472, -1.769, 1.012], [0.623, 2.263, -0.412], [-1.523, 2.863, 1.245], [2.618, 1.973, 0.317], [2.848, 1.367, -1.426], [-3.127, -0.469, 0.260], [-1.056, -2.385, -0.903], [-2.880, 1.994, 0.206], [-1.725, -1.038, -1.893], [3.125, -2.026, 0.022], [-2.841, -2.228, -1.181]]}

6.
{"formula": "C8H15N2", "method": "ωB97M-V with the def2-TZVPD basis set", "charge": 1, "relative_energy_kcal_mol": 102.1, "orbital_gap_ha": 0.28684, "species": ["N", "N", "C", "C", "C", "C", "C", "C", "C", "C", "H", "H", "H", "H", "H", "H", "H", "H", "H", "H", "H", "H", "H", "H", "H"], "xyz": [[-1.381, -0.578, 1.468], [-0.540, -0.316, 2.441], [-2.627, -0.402, 1.466], [0.082, -0.029, -0.598], [0.182, -1.416, -0.961], [-1.099, -2.197, -1.041], [0.364, 0.556, 2.340], [0.616, 1.537, 1.227], [1.167, 0.744, 0.074], [1.736, 1.681, -1.100], [1.845, 0.039, 0.503], [1.093, 0.561, 3.176], [-0.734, 0.647, -0.893], [1.221, 2.557, -1.198], [1.354, 2.304, 1.480], [2.802, 1.983, -1.040], [-1.551, -2.193, -0.075], [-1.749, -1.970, -1.947], [-3.273, -0.846, 0.754], [0.817, -1.874, -0.116], [-3.050, 0.134, 2.229], [1.679, 1.212, -2.029], [0.813, -1.500, -1.895], [-0.835, -3.285, -1.252], [-0.372, 2.096, 1.098]]}

7.
{"formula": "C8H15N2", "method": "ωB97M-V with the def2-TZVPD basis set", "charge": 1, "relative_energy_kcal_mol": 67.8, "orbital_gap_ha": 0.29929, "smiles": "C\\C=C/N=C\\[NH+]=C(\\C)CC", "species": ["N", "N", "C", "C", "C", "C", "C", "C", "C", "C", "H", "H", "H", "H", "H", "H", "H", "H", "H", "H", "H", "H", "H", "H", "H"], "xyz": [[0.292, 0.072, 1.539], [-0.557, 1.871, 0.360], [2.228, 1.210, -0.724], [0.441, -2.102, 0.366], [-1.679, 0.228, -0.897], [1.693, -0.240, -0.571], [-2.711, -0.316, 0.116], [-0.151, 1.427, 1.433], [-0.784, 1.222, -0.747], [0.705, -0.578, 0.483], [1.426, 1.926, -0.984], [1.146, -2.608, 0.886], [-2.733, 0.540, 0.923], [2.820, 1.589, 0.100], [-0.278, -0.476, 2.168], [-0.584, -2.453, 0.755], [-1.866, -0.202, -1.884], [2.480, -0.905, -0.339], [-0.363, 1.992, 2.341], [-3.648, -0.500, -0.386], [-0.234, 1.494, -1.749], [0.569, -2.476, -0.692], [-2.419, -1.312, 0.620], [1.341, -0.548, -1.495], [2.865, 1.145, -1.620]]}

8.
{"formula": "C8H15N2", "method": "ωB97M-V with the def2-TZVPD basis set", "charge": 1, "relative_energy_kcal_mol": 87.1, "orbital_gap_ha": [0.21109, 0.29644], "species": ["N", "N", "C", "C", "C", "C", "C", "C", "C", "C", "H", "H", "H", "H", "H", "H", "H", "H", "H", "H", "H", "H", "H", "H", "H"], "xyz": [[-2.162, 2.533, -1.394], [-0.173, 0.222, 1.488], [-1.806, 1.389, -1.339], [1.807, 1.083, 0.273], [1.064, -0.906, -1.830], [-1.243, -1.028, -0.999], [-2.045, 0.045, -1.776], [0.197, -0.574, -0.846], [0.486, -0.754, 2.399], [0.503, 0.360, 0.176], [-1.273, -1.957, -1.566], [-1.754, 0.008, -2.831], [2.097, -0.622, -1.803], [-3.116, -0.177, -1.715], [1.725, 1.938, 0.945], [2.620, 0.446, 0.633], [-1.140, -0.079, 1.321], [-1.740, -1.229, -0.046], [2.095, 1.456, -0.705], [-1.775, 3.390, -1.033], [0.565, -1.713, 1.890], [-0.088, -0.873, 3.316], [1.485, -0.402, 2.641], [0.746, -1.489, -2.674], [-0.191, 1.137, 1.952]]}

Calculated E_tot in order - -2822.4306; -5076.2360; -2300.3495; -3323.2618; -422.8097; -422.9316; -422.9863; -422.9555 a.u.
Calculated maximum force in order - 4.506; 1.433; 2.379; 7.168; 4.703; 3.463; 6.046; 2.160 eV Å⁻¹